Entry 1:
A structure of composition C27H24HfN7O4S6 in a non-equilibrium geometry, computed with ωB97M-V with the def2-TZVPD basis set.

Last column: Löwdin charge in e.
Geometry (Å):
Hf -0.09 -0.73 -0.03  1.26
O 5.21 -3.21 -2.70  -0.03
C 4.08 -3.05 -2.36  -0.98
S 3.38 -3.73 -0.87  0.98
C 1.78 -3.07 -1.09  -1.15
C 1.55 -2.34 -2.19  -1.14
S 0.03 -1.49 -2.50  0.52
S 2.88 -2.14 -3.30  0.97
S 0.56 -3.29 0.16  0.52
O 2.12 -0.31 0.13  -0.40
S 2.08 1.18 -0.05  0.65
O 2.25 1.94 1.16  -0.26
N 0.66 1.22 -0.75  -0.26
C -0.21 2.32 -0.75  -0.25
C 0.11 3.63 -0.59  0.00
C -0.90 4.62 -0.63  -0.05
C -2.20 4.29 -0.85  -0.03
C -2.55 2.93 -1.04  -0.14
C -3.86 2.50 -1.37  0.02
C -4.10 1.17 -1.58  -0.02
C -3.06 0.24 -1.40  -0.13
N -1.83 0.60 -1.08  -0.01
C -1.57 1.93 -0.98  -0.16
C 3.30 1.68 -1.19  -0.28
C 3.13 1.36 -2.54  -0.06
C 4.12 1.73 -3.43  -0.05
C 5.24 2.41 -2.98  -0.05
C 5.39 2.72 -1.64  -0.05
C 4.42 2.36 -0.73  -0.04
H 1.14 3.93 -0.43  0.12
H -0.62 5.66 -0.49  0.11
H -2.97 5.04 -0.91  0.12
H -4.65 3.22 -1.46  0.13
H -5.08 0.81 -1.85  0.11
H -3.25 -0.82 -1.50  0.09
H 2.24 0.84 -2.87  0.09
H 4.01 1.49 -4.48  0.12
H 6.01 2.69 -3.69  0.11
H 6.27 3.25 -1.30  0.11
H 4.51 2.59 0.32  0.11
C -0.31 2.37 3.73  0.03
N 0.20 1.00 3.68  -0.01
C 0.97 0.45 4.67  0.00
C 1.51 -0.78 4.56  0.04
C 1.30 -1.50 3.34  -0.33
N 0.53 -0.95 2.39  0.08
C 0.00 0.26 2.57  -0.53
O -0.68 0.70 1.59  -0.12
N 1.83 -2.68 3.11  0.21
H -0.08 2.78 4.70  0.10
H -1.39 2.36 3.57  0.11
H 0.17 2.95 2.95  0.10
H 1.11 1.07 5.55  0.14
H 2.11 -1.19 5.35  0.12
H 2.43 -3.12 3.79  0.13
H 1.65 -3.12 2.21  0.01
C -5.09 -3.36 1.27  -0.02
N -4.20 -3.55 0.14  -0.12
C -4.43 -4.42 -0.92  -0.03
C -3.37 -4.33 -1.75  -0.04
N -2.50 -3.43 -1.18  0.06
C -3.00 -2.96 -0.03  -0.72
S -2.32 -1.83 1.07  0.66
H -4.92 -4.13 2.02  0.10
H -6.12 -3.41 0.92  0.10
H -4.89 -2.38 1.70  0.06
H -5.33 -5.00 -0.98  0.13
H -3.15 -4.83 -2.67  0.13
H -1.58 -3.15 -1.53  0.03

For the energy relative to the best compared isomer or geometry (same formula, charge and spin), the calculation gives 0.000 eV. The HOMO energy comes out at -9.383 eV. The HOMO-LUMO gap comes out at 6.67 eV. As for the lowest unoccupied orbital energy: -2.7 eV. The net charge is +1. Its total energy is -113330.1069 eV.

Entry 2:
A cluster of 2 separate species, C27H25ClN2O2S in total in a non-equilibrium geometry, computed with ωB97M-V with the def2-TZVPD basis set.

Last column: Löwdin charge in e.
Geometry (Å):
Cl 2.51 0.93 2.47  0.66
C 1.05 0.03 2.39  -0.72
C 1.09 -1.37 2.38  -0.14
C -0.12 -2.09 2.38  -0.11
C -1.33 -1.43 2.40  -0.14
C -1.38 -0.01 2.51  -0.80
S -2.76 0.84 2.86  0.62
C -0.16 0.71 2.38  -0.18
H 2.06 -1.88 2.37  0.09
H -0.09 -3.18 2.36  0.10
H -2.28 -1.98 2.38  0.09
H -0.18 1.79 2.37  0.09
C 3.09 -2.40 5.89  -0.06
O 2.12 -1.35 5.64  -0.11
C 0.85 -1.52 6.08  -0.25
C -0.01 -0.40 5.93  0.07
C -1.35 -0.57 6.18  -0.11
C -1.83 -1.82 6.64  -0.16
C -1.00 -2.92 6.84  0.00
C 0.36 -2.76 6.58  -0.01
N -3.20 -1.71 6.85  -0.07
C -4.06 -2.76 7.38  0.00
C -3.62 -0.45 6.53  0.05
C -2.51 0.32 6.12  -0.17
C -2.49 1.68 5.77  0.03
C -3.67 2.45 5.70  -0.18
C -4.92 2.04 5.21  -0.02
N -5.84 3.04 5.40  -0.09
C -7.23 2.97 4.98  -0.01
C -5.23 4.12 6.04  -0.17
C -3.86 3.80 6.24  -0.10
C -3.05 4.64 6.98  0.04
C -3.63 5.85 7.47  -0.26
O -2.91 6.77 8.18  -0.10
C -1.51 6.50 8.44  -0.06
C -5.00 6.17 7.24  0.00
C -5.80 5.29 6.52  -0.01
H 4.05 -1.96 5.59  0.09
H 3.12 -2.69 6.95  0.09
H 2.87 -3.28 5.27  0.09
H 0.38 0.55 5.58  0.13
H -1.41 -3.86 7.18  0.10
H 1.05 -3.59 6.74  0.10
H -3.45 -3.66 7.53  0.08
H -4.51 -2.46 8.33  0.10
H -4.87 -2.99 6.68  0.10
H -4.65 -0.13 6.65  0.14
H -1.53 2.17 5.66  0.13
H -5.18 1.10 4.72  0.12
H -7.74 3.89 5.28  0.08
H -7.29 2.87 3.89  0.10
H -7.73 2.11 5.43  0.10
H -2.01 4.37 7.18  0.11
H -1.16 7.37 8.99  0.09
H -1.41 5.59 9.06  0.09
H -0.95 6.38 7.51  0.09
H -5.38 7.11 7.64  0.12
H -6.85 5.52 6.34  0.10

The HOMO energy comes out at -5.970 eV. The HOMO-LUMO gap comes out at 4.73 eV. As for the lowest unoccupied orbital energy: -1.2 eV. Its total energy is -58835.3944 eV.